# C44H53BBeF4N7O3

A structure of composition C44H53BBeF4N7O3 (the ωB97M-V functional and the def2-TZVPD basis, the OMol25 dataset).

Properties
Energy relative to the best compared isomer or geometry (same formula, charge and spin) ... 1070.58 kcal per mole
Highest occupied orbital energy ... -10.48 eV
Total energy ... -74961.2446 eV

Structure (ORCA input):
```
! wB97M-V def2-TZVPD RIJCOSX def2/J DEFGRID3
* xyz 1 1
F 0.4551 1.2989 -0.4401
F -0.7324 0.4072 1.2286
F 0.2629 -0.9503 -0.1959
F 1.5045 0.1280 1.1799
O 0.4484 4.4797 -3.0355
O -0.4607 3.5217 4.4299
O 4.0413 2.2980 -0.7086
N 0.6879 -2.4715 1.4273
N -2.3443 3.2624 1.6812
N 2.2440 -1.1323 -0.7971
N 1.9684 -1.3045 2.3042
N -3.8237 -0.9155 1.1554
N -2.3114 0.1029 -3.2118
N 1.1240 -2.6824 -0.2890
C 0.2860 -2.2943 -1.3090
C 1.0824 2.2346 -2.7640
C 3.1340 -1.5057 3.0357
C 2.6609 -1.9970 -1.8355
C -2.4074 -0.4927 -0.7520
C -1.5617 -3.6196 2.8256
C 2.3843 0.1505 -1.0129
C 0.8289 -3.3592 2.4474
C 2.0953 3.6930 -0.9025
C 1.1066 -0.0909 4.2386
C 2.2671 -0.3326 4.9527
C 1.0006 -0.5122 2.9002
C 1.2698 -4.0387 -0.1938
C -1.9980 -0.9438 -3.9575
C -0.2342 -3.8832 3.2208
C -0.6231 -2.3734 1.0120
C 0.1143 3.3799 -2.5940
C 0.3036 -0.8756 -3.2986
C -1.1906 1.5382 3.2213
C 0.6448 -4.9325 -1.0681
C 3.3712 -0.1861 -3.1909
C -0.3186 -4.4705 -2.0075
C 2.9493 2.6170 -0.2541
C 1.0539 2.6718 2.7912
C -2.8157 -0.2441 0.5629
C -1.7394 2.3537 0.8501
C 2.4146 1.9663 1.0489
C -3.4667 2.5626 -0.7935
C -1.2664 3.0807 -2.0065
C -3.0590 -1.5082 -1.5043
C -0.7123 -1.4803 -4.0537
C -0.0117 0.2245 -2.4838
C -1.3288 0.7196 -2.5089
C -0.4862 -3.0786 -2.1549
C -0.2328 2.6386 3.5929
C 2.9585 0.7095 -2.1775
C 3.2626 -1.5719 -2.9915
C -2.3367 1.9300 -0.3851
C -4.0836 3.5076 0.0313
C -4.0918 -2.2334 -0.8832
C -1.7596 -2.8250 1.6796
C -3.4960 3.8217 1.2797
C -4.4140 -1.8969 0.3965
C 3.3302 -1.0413 4.3638
B 0.3938 0.2449 0.4355
Be 1.7955 -1.6310 0.7004
H -4.6503 -2.9827 -1.4246
H -1.5308 -0.0192 -1.1690
H 1.8314 -3.5698 2.7895
H 2.8908 2.3418 1.9546
H 0.7295 1.4912 -3.4788
H 2.0925 0.8571 -0.2500
H -2.3379 0.5273 1.1487
H -1.1858 -2.6820 -2.8758
H 0.9458 3.2376 1.8658
H -3.8349 2.3031 -1.7750
H -2.7354 -2.5548 1.3038
H 1.4369 1.6753 2.5714
H -0.7957 -5.2557 -2.5752
H 0.2758 0.4367 4.6833
H 4.2390 -1.1584 4.9355
H 2.4523 -3.0400 -1.6480
H 0.0008 -4.5373 4.0475
H 1.3161 1.6449 -1.8775
H -0.7336 2.0292 1.0727
H 0.2340 -1.2196 -1.4028
H -2.1221 1.6155 3.7819
H 0.7395 0.6736 -1.8510
H 2.3765 0.0300 5.9641
H -3.9083 4.5694 1.9410
H -1.0672 2.7125 -1.0001
H 1.7922 3.1809 3.4107
H 3.8702 -2.1367 2.5599
H -5.0308 3.8716 -0.3385
H -2.4316 -3.9906 3.3472
H -0.4808 -2.2999 -4.7178
H -0.8749 0.5297 3.4888
H -1.7784 2.4474 -2.7311
H -1.8474 4.0024 -2.0362
H -1.6849 1.5317 -1.8924
H 0.1781 -0.1398 2.3076
H 1.0527 3.4521 -0.6949
H -5.2405 -2.4096 0.8660
H 1.3392 2.1405 1.0856
H 2.6312 0.9062 0.9171
H 2.2255 3.6911 -1.9847
H 1.0348 -5.9393 -1.0928
H -2.7770 -1.3919 -4.5565
H 3.4959 -2.2300 -3.8154
H -0.7719 -1.6495 0.2244
H 3.0404 1.7797 -2.2977
H 1.3319 -1.2006 -3.3558
H -2.8500 -1.6450 -2.5550
H 2.0095 -4.3894 0.5106
H 3.7422 0.1679 -4.1414
H 2.0240 2.6921 -3.0676
H 2.3809 4.6820 -0.5444
H -1.8804 1.1748 -1.0080
H -1.2971 1.3786 2.1483
*
```

These are the Löwdin partial charges, in e, on atoms 1 to 6: 0.104, 0.000, -0.009, -0.011, 0.089, 0.076

=====

# C44H53BrF47N3O7P

A cluster of 6 separate species, C44H53BrF47N3O7P in total (the ωB97M-V functional and the def2-TZVPD basis, the OMol25 dataset).

Properties
Highest occupied orbital energy ... -12.34 eV
Total energy ... -272322.9798 eV

Structure (ORCA input):
```
! wB97M-V def2-TZVPD RIJCOSX def2/J DEFGRID3
* xyz 1 1
Br 4.7985 -6.5137 3.2348
P 1.4915 -4.9360 1.1465
F 8.2925 -2.2261 -3.2903
F 1.6772 3.0914 -3.8982
F -10.3902 4.2362 3.5893
F -4.8652 0.5740 -3.0680
F 4.4783 -11.5031 5.5179
F 1.3690 -9.3669 5.9332
F 1.9406 -8.1716 4.2090
F 3.2978 -7.4942 6.5221
F 8.9836 -2.0246 -1.0122
F -10.8743 5.2580 5.4487
F -4.4051 6.8336 3.5168
F 2.5369 -10.9698 7.6390
F -0.3435 2.9169 -6.8232
F -8.5673 3.2529 1.9914
F 7.2474 -4.3462 -2.0845
F -8.3695 4.4106 6.5143
F -5.7664 9.9786 1.0243
F -3.8558 8.6128 0.4833
F 7.3147 -0.5516 -1.8715
F -1.6868 1.7817 -2.0419
F -3.0769 10.8650 1.5624
F -5.9810 1.1236 -1.0037
F -3.3974 1.4403 -0.7434
F 7.0102 -3.3275 0.0209
F -8.7021 5.5967 0.5552
F 1.4794 1.9336 -8.4212
F -3.0638 -0.5473 -2.6176
F 3.9158 -12.6149 7.9972
F -8.2172 5.7556 4.8229
F -5.7379 2.7140 -3.4459
F 5.3533 -2.2676 -3.2202
F 1.3447 4.2775 -9.8573
F 1.8295 4.4364 -5.5897
F 3.4062 2.5460 -9.2218
F -7.8494 1.7720 -1.9117
F -0.8276 3.9387 -4.9638
F -6.6870 4.3350 -2.3667
F -3.9192 12.3972 2.8552
F -5.3297 12.0383 0.5029
F -5.6995 8.3885 2.7423
F 4.1571 -9.4814 6.6554
F -4.8649 6.6977 0.7066
F -9.0601 6.0147 2.6534
F 0.9866 4.6954 -7.7591
F -6.6406 3.8653 1.1907
F 3.5523 -13.4489 5.2954
F 4.7556 -4.3438 -2.2204
O 2.2705 2.2312 -5.8618
O 2.3153 -11.6519 4.8617
O 0.8826 -6.1583 0.3429
O -7.7762 3.5504 4.5507
O -3.5674 8.8851 3.3242
O -4.7119 3.6163 -1.6391
O 1.8120 -4.4422 -1.9747
N 2.4323 -3.7829 0.1228
N 1.1888 -0.5981 -3.2999
N 4.6102 -0.8425 -0.5517
C -10.1117 4.2660 4.9160
C 0.0963 -3.2053 -0.8080
C 0.5967 -3.6697 -4.1879
C -3.5194 0.6762 -3.0016
C 4.2658 1.6069 1.8158
C -8.1175 5.5880 1.7841
C -4.1463 11.1408 2.3560
C 1.9292 4.2688 -8.6284
C 2.6373 -10.4064 4.2346
C -6.7210 2.2207 -1.2995
C -3.0572 1.7519 -2.0228
C 4.4251 -3.9088 1.6346
C 3.7424 -3.3127 0.2930
C 5.0842 -5.3968 1.5490
C 2.4525 2.8750 -8.2935
C 1.8471 -0.7510 1.1036
C 3.1031 2.7402 -6.9086
C -7.5942 4.1942 2.1190
C 5.4319 -0.6260 0.6608
C 4.6995 -6.3084 0.2601
C 3.6226 -8.5933 5.7884
C 2.3932 -9.1394 5.0680
C 7.7814 -1.9410 -1.9236
C 1.4255 3.1934 -5.2339
C 5.1907 -2.9370 -1.8740
C -3.5457 3.1731 -2.3404
C 5.4813 1.0374 0.8801
C -4.1493 10.1731 3.5489
C -0.0650 2.9467 -5.4966
C -5.4431 11.1797 1.5526
C -3.9689 7.5336 1.2964
C 1.8354 -0.6429 -0.5099
C 3.3215 -12.1763 5.7257
C -6.9436 4.0594 3.5039
C -8.6212 4.5127 5.1786
C 2.5194 -1.1130 -2.8594
C 2.5685 -1.8789 -1.3707
C 1.8364 -4.3718 -3.3968
C -4.4259 7.9288 2.7057
C 2.8957 -12.2011 7.1987
C -5.9548 3.1976 -2.1994
C 4.1417 -2.2220 -0.8607
C 1.7319 -3.2680 -1.1654
C 6.7394 -3.0911 -1.3972
H 3.6327 3.6507 -6.6036
H -3.1360 0.8680 -4.0085
H 2.8562 -1.0379 1.6152
H 6.4909 1.2500 1.4811
H 4.1504 1.0940 2.8605
H -2.9980 7.0331 1.3253
H 1.0535 -2.7556 -4.7997
H -0.3386 -3.3929 -3.5500
H 3.2396 -0.1597 -2.8294
H 4.6527 -7.4623 0.5185
H -0.1185 -2.7405 0.2527
H 4.8399 -0.2530 -1.3726
H 4.3974 -8.2949 5.0756
H 3.8946 1.9871 -7.0111
H 2.8443 -3.9316 -3.8635
H 2.2337 -5.4931 2.2460
H 0.6800 -0.5188 -0.7834
H -6.2791 11.5238 2.1692
H -3.6215 3.3595 -3.4184
H -6.4140 4.9699 3.8090
H 3.7232 -6.0319 -0.3126
H -6.1521 3.3064 3.4014
H -7.0056 2.6963 -0.3578
H 5.0286 -1.0383 1.6762
H 4.5257 2.7507 2.0393
H 2.0461 -12.8714 7.3496
H -3.5085 10.6262 4.3157
H 6.2705 -5.2594 1.5196
H -7.3049 6.3208 1.7663
H 1.0144 0.4058 -3.0768
H 0.2014 -4.4155 -5.0332
H 5.5876 -6.2047 -0.5288
H 3.7335 -3.8986 2.6082
H 6.5918 -0.8934 0.5622
H -10.4333 3.3148 5.3470
H 1.5749 0.3337 1.5247
H 5.3202 -3.1728 1.9268
H 2.9257 -1.7763 -3.7325
H -2.7548 3.8543 -2.0020
H -0.4159 -4.2791 -0.9133
H 2.3092 0.4154 -0.7965
H -5.1336 10.0993 4.0266
H 1.9506 -10.3514 3.3804
H 5.5643 1.5213 -0.1820
H 3.2968 1.6261 1.1601
H 0.3460 -4.2487 1.7604
H 3.6351 -10.4236 3.7799
H 1.0259 -1.4636 1.5822
H -0.5027 -2.5213 -1.5665
H 0.3716 -1.1635 -3.0044
H 2.7418 5.0015 -8.6463
H -0.3865 1.9955 -5.0655
H 1.8458 -5.5039 -3.7906
*
```

These are the Löwdin partial charges, in e, on atoms 1 to 6: 0.720, 0.854, 0.062, 0.122, 0.088, 0.096

=====

# C44H53GeNO2PRuSeTe

A structure of composition C44H53GeNO2PRuSeTe (the ωB97M-V functional and the def2-TZVPD basis, the OMol25 dataset).

Properties
Energy relative to the best compared isomer or geometry (same formula, charge and spin) ... 0.00 kcal per mole
Highest occupied orbital energy (alpha / beta) ... -12.61 / -13.25 eV
Total energy ... -193083.5784 eV

Structure (ORCA input):
```
! wB97M-V def2-TZVPD RIJCOSX def2/J DEFGRID3
* xyz 2 6
Te 2.5560 -2.3814 0.0453
Ru -0.4333 0.7240 0.7366
Se -1.7589 -1.4639 0.1170
Ge -4.8627 -1.4473 1.1805
P -1.0664 3.0230 0.2873
O -1.1198 0.3238 3.0868
O 3.6120 0.0769 1.0455
N 1.3770 0.4922 1.0727
C 2.1238 -3.3367 2.8773
C 6.0907 -6.4488 -3.3566
C 3.5465 -5.1006 -0.8809
C 2.8087 1.7849 2.5356
C 4.6072 -3.2084 -2.0175
C -1.0666 3.1207 4.3188
C 3.1287 -3.0278 1.9468
C 3.8470 -4.1274 4.3928
C -0.6310 5.1666 -1.4247
C 5.6051 -2.8097 1.3048
C -4.8401 -3.3803 0.9499
C -4.4025 2.7151 -1.9779
C 0.6621 -3.1133 2.5937
C -1.2414 -1.6574 -1.7556
C -2.7938 3.1071 -0.2282
C 5.3726 -4.1140 -2.7462
C -4.2697 -0.9186 2.9622
C -0.9370 1.3700 2.5409
C 4.4886 -3.2040 2.2341
C 2.5080 -3.8917 4.0859
C 5.2559 -5.4834 -2.5667
C 4.2251 -4.7386 5.7107
C 4.8140 -3.7644 3.4646
C -6.5712 -0.6376 0.7165
C -0.0792 4.0483 -0.7978
C -3.0873 2.7596 -1.5507
C 2.6566 0.7033 1.4898
C -1.0188 2.7596 2.9757
C -1.0009 3.7157 1.9614
C 2.0751 4.5658 -1.7310
C 4.3307 -5.9550 -1.6343
C -5.4314 3.0058 -1.0884
C 1.2730 3.7439 -0.9559
C 0.1791 5.9818 -2.1997
C -1.0035 5.4290 3.6293
C 2.5669 -5.6801 0.1068
C -1.0556 4.4695 4.6348
C 4.8348 -1.7383 -2.2582
C -3.8236 3.4114 0.6566
C 3.6999 -3.7160 -1.0831
C -3.5462 -0.6814 -0.1087
C -0.9846 5.0617 2.2873
C 1.5273 5.6821 -2.3494
C -5.1428 3.3535 0.2218
H 3.7780 -5.7282 5.8165
H -3.8376 -3.7800 1.1083
H -7.3624 -1.0295 1.3557
H 0.2481 -3.9117 1.9728
H 4.1381 -1.0914 -1.7211
H -1.5122 -0.7611 -2.3072
H 5.9274 -3.6547 0.6928
H 6.0834 -3.7314 -3.4704
H -1.0750 4.7783 5.6712
H 1.6898 2.8642 -0.4767
H 5.3247 -1.9909 0.6439
H 3.8618 1.9211 2.7679
H 2.9429 -5.6135 1.1294
H -3.4613 0.3992 0.0035
H -0.1663 -1.8137 -1.7902
H -1.0874 2.3612 5.0896
H -0.9802 6.4776 3.8952
H 6.6689 -7.0907 -2.6903
H -2.2861 2.5315 -2.2448
H 2.3764 2.7205 2.1765
H -5.9436 3.5922 0.9095
H -4.8965 -1.3884 3.7206
H 1.6019 -5.1659 0.0726
H -0.2413 6.8502 -2.6890
H 4.2159 -7.0250 -1.4995
H 5.4578 -7.0981 -3.9632
H 2.1541 6.3209 -2.9575
H -1.7526 -2.5233 -2.1665
H -5.5075 -3.8531 1.6707
H 6.4627 -2.4707 1.8844
H -3.8425 -0.8937 -1.1368
H 2.2741 1.4924 3.4417
H -1.6845 5.3922 -1.3138
H -6.4597 2.9709 -1.4239
H -4.3422 0.1636 3.0859
H 0.4912 -2.1603 2.0889
H 5.3037 -4.8397 5.8098
H 1.7443 -4.1447 4.8136
H -3.2373 -1.2194 3.1470
H 5.8390 -1.4517 -1.9404
H 3.1243 4.3353 -1.8583
H 2.3818 -6.7297 -0.1138
H -0.9563 5.8165 1.5113
H -6.5269 0.4439 0.8527
H 4.7519 -1.5075 -3.3203
H -5.1727 -3.6583 -0.0508
H -4.6286 2.4576 -3.0045
H 0.0916 -3.0898 3.5206
H 3.8606 -4.1275 6.5378
H -3.6101 3.6878 1.6819
H 6.7820 -5.9313 -4.0187
H -6.8362 -0.8485 -0.3198
H 5.8610 -3.9063 3.7085
*
```

These are the Löwdin partial charges, in e, on atoms 1 to 6: 1.778, 0.928, 0.862, 0.749, 1.033, 0.079

=====

# C44H53I3N5O2W

A structure of composition C44H53I3N5O2W (the ωB97M-V functional and the def2-TZVPD basis, the OMol25 dataset).

Properties
Energy relative to the best compared isomer or geometry (same formula, charge and spin) ... 7.69 kcal per mole
Highest occupied orbital energy (alpha / beta) ... -15.93 / -15.93 eV
Total energy ... -84138.3002 eV

Structure (ORCA input):
```
! wB97M-V def2-TZVPD RIJCOSX def2/J DEFGRID3
* xyz 3 1
W -0.7543 -0.6324 -1.1432
I -2.1234 1.6790 -1.8359
I 2.4379 -2.0921 -0.4497
I 2.4759 -0.5867 2.8008
O -1.6593 -0.2490 0.6009
O 0.5878 -0.0970 -2.2740
N -5.1070 -10.3724 0.5083
N 0.3558 1.0100 -0.1020
N -1.0178 -2.5244 -0.0322
N -1.0556 -2.0543 -2.6637
N -1.7899 -4.4679 0.6259
C -2.0488 -1.2164 -2.6466
C 1.3987 1.5310 -0.8507
C -2.4985 -5.7255 0.6081
C 4.0783 4.6713 0.1456
C -4.4295 0.6968 1.6153
C -2.1319 1.0383 2.5328
C 1.5006 0.8862 -2.0996
C -3.1099 -1.2466 -3.5350
C -3.8501 -5.7286 0.3051
C -4.1216 0.9843 4.0665
C -3.0362 -2.2747 -4.4613
C 0.2706 2.9206 5.5049
C -1.9460 -3.1639 -4.4836
C 3.3993 -1.9244 1.4514
C -3.4944 0.4004 2.7991
C -1.3380 0.6895 1.4135
C -3.3429 -1.1165 2.9907
C 5.6778 3.4573 -1.3313
C -0.2890 2.6501 3.1050
C 3.2521 2.9189 -1.4803
C 3.6283 1.0414 -5.2922
C -1.5753 2.0039 3.3201
C 2.7568 -1.0164 -4.2154
C 0.4307 2.3454 1.9979
C -1.0570 -3.9562 1.6763
C 3.3041 2.2238 -2.7082
C -2.4861 -8.0929 0.8814
C -0.0860 1.3871 1.0794
C 2.4469 1.1958 -3.0694
C -3.8432 -8.1177 0.5640
C -0.9288 -3.0467 -3.5603
C -0.8598 4.7793 4.2312
C 2.2894 2.5718 -0.5533
C 2.4998 0.4847 -4.4219
C 4.2578 4.0365 -1.2320
C -4.5250 -6.9372 0.2763
C 1.1698 0.7012 -5.1620
C 0.1775 3.6434 4.1482
C -0.5987 -2.7513 1.2699
C -4.5468 -9.3712 0.5336
C 4.0573 5.1196 -2.3062
C 1.5425 4.2336 3.8050
C -1.8050 -6.8879 0.9005
C -1.7442 -3.5942 -0.3747
H 1.9435 -1.5030 -3.6721
H -0.9629 5.2986 3.2771
H -0.7469 -6.8622 1.1272
H 0.3194 0.2793 -4.6220
H -0.6838 2.5014 5.8275
H -4.3806 -4.8032 0.1187
H -5.4128 0.2720 1.8181
H 0.9775 1.7629 -5.3224
H -1.8451 4.4283 4.5408
H -4.5547 1.7711 1.4710
H -3.9174 -0.5297 -3.5090
H 3.4060 -2.9136 1.8915
H -3.0090 -1.6160 2.0817
H 1.0128 2.1203 5.4806
H 4.6089 0.8949 -4.8352
H 1.8336 4.9375 4.5834
H -2.2504 -3.7646 -1.3090
H -5.0941 0.5206 4.2254
H 5.8358 2.6606 -0.6017
H 4.8294 5.4472 0.2867
H -2.1220 2.3207 4.1969
H 4.2199 4.7329 -3.3128
H 4.7721 5.9277 -2.1502
H 1.3902 2.7973 1.8473
H 4.0613 2.5243 -3.4176
H -5.5808 -6.9702 0.0467
H -4.0661 0.2637 0.6824
H -0.9519 -4.4866 2.6070
H 0.0049 -2.0443 1.8138
H -0.5323 5.5061 4.9746
H -3.8221 -2.3909 -5.1972
H -1.8934 -3.9380 -5.2373
H 2.3181 3.4649 3.7564
H 4.4048 -1.5744 1.2537
H 1.2171 0.2204 -6.1397
H 4.2107 3.9450 0.9526
H -1.9697 -9.0163 1.1032
H -2.6431 -1.3455 3.7975
H 0.5766 3.6364 6.2678
H 3.6889 -1.1869 -3.6737
H -0.0546 -3.6813 -3.5238
H 1.5239 4.7883 2.8634
H 2.8431 -1.5053 -5.1864
H -3.5184 0.7840 4.9548
H -4.3111 -1.5367 3.2645
H 3.4934 2.1023 -5.5091
H 3.1004 5.1502 0.2467
H -4.2895 2.0602 3.9849
H 3.6340 0.5156 -6.2463
H 6.4037 4.2453 -1.1301
H 5.8976 3.0639 -2.3247
H 3.0529 5.5438 -2.2594
H 2.2365 3.1242 0.3628
*
```

These are the Löwdin partial charges, in e, on atoms 1 to 6: 1.538, 0.717, 0.982, 0.870, -0.255, -0.356